Density functional theory data (ωB97M-V/def2-TZVPD) for a molecular structure, C39H107F3N6O20Zr in a non-equilibrium geometry.

The HOMO-LUMO gap is 0.895 eV. The energy is -3728.428526 a.u.

Structure (ORCA input):
```
! RIJCOSX wB97M-V def2-TZVPD def2/J DEFGRID3
* xyz 2 1
Zr 2.61989 5.60997 5.15821
C 7.32101 1.62057 3.35069
O 6.32559 2.51445 3.81382
H 6.88276 0.91982 2.64006
H 8.14649 2.18916 2.92245
H 7.82054 1.00714 4.10053
C -0.98797 1.04125 1.06627
O -0.48530 1.17608 -0.28132
O -0.44929 2.12945 1.77226
C -2.54703 0.62429 1.10151
F -3.26343 1.63562 1.64898
F -3.02579 0.22545 -0.07358
F -2.74160 -0.44620 1.99831
C 0.39314 0.13124 -0.86967
C 0.49363 0.64196 -2.32224
H -0.26050 0.24211 -3.00012
H 0.50660 1.72512 -2.44350
H 1.47811 0.31623 -2.65805
H -0.05683 -0.86124 -0.84488
H 1.31671 -0.02117 -0.31121
H -0.46981 0.19193 1.51155
C 4.32897 -2.87314 -8.71640
C 3.66011 -3.69078 -9.81607
C 2.15487 -3.59387 -9.86429
O 1.63562 -4.18814 -8.69376
C 0.20075 -3.97705 -8.59426
N 4.27950 -3.27748 -11.00997
H 5.34987 -3.24096 -8.61357
H 3.91155 -3.18209 -7.75806
H 4.36497 -1.79792 -8.89161
H 3.88771 -4.70648 -9.49257
H 1.73793 -4.07909 -10.74679
H 1.97293 -2.52077 -9.92301
H -0.33573 -4.43625 -7.76395
H -0.42627 -4.17954 -9.46255
H 0.15571 -2.91709 -8.34413
H 3.68995 -2.53328 -11.35449
H 5.18058 -2.84678 -10.85949
C -11.63995 -0.25744 4.49735
C -12.92331 0.28275 3.93687
C -13.46539 -0.59394 2.79672
O -12.75122 -0.48588 1.63544
C -12.96239 0.70545 0.91602
N -14.00864 0.46029 4.85274
H -11.73206 -1.24389 4.95182
H -11.30773 0.46427 5.24358
H -10.87306 -0.25450 3.72278
H -12.68508 1.30085 3.62896
H -14.52144 -0.36392 2.65546
H -13.56790 -1.66332 2.98116
H -12.55311 0.59486 -0.08815
H -12.43229 1.57438 1.30597
H -13.93858 1.15907 0.74454
H -13.69588 1.00557 5.64328
H -14.27694 -0.45256 5.19160
C 5.02489 7.26476 -1.61849
C 5.10159 8.04846 -0.30989
C 5.14309 9.61037 -0.56711
O 5.17904 10.23874 0.67593
C 5.00291 11.63902 0.61332
N 3.89988 7.63013 0.39238
H 5.84805 7.40102 -2.31988
H 4.17490 7.55472 -2.23619
H 5.13065 6.19266 -1.45271
H 5.98672 7.66095 0.19459
H 4.18925 9.79820 -1.06007
H 5.96514 9.90339 -1.22015
H 5.77602 12.11677 0.01152
H 4.91957 12.17859 1.55673
H 4.09104 11.85383 0.05614
H 3.28663 8.40845 0.19681
H 3.53305 6.90942 -0.21269
C 3.81043 -9.90657 -2.20263
C 3.38700 -8.51191 -2.79271
C 4.43560 -7.49231 -2.38180
O 4.55927 -7.47420 -0.89890
C 5.69894 -6.69391 -0.43185
N 3.32825 -8.57368 -4.25960
H 3.62223 -10.05967 -1.13997
H 4.85983 -10.13907 -2.38378
H 3.31073 -10.77263 -2.63660
H 2.41258 -8.20490 -2.41276
H 4.22174 -6.55049 -2.88709
H 5.38303 -7.81276 -2.81516
H 5.85367 -6.88608 0.62986
H 5.49488 -5.62858 -0.53916
H 6.60364 -6.95510 -0.98085
H 3.22832 -7.63374 -4.61544
H 4.20887 -8.83578 -4.67904
C -2.15810 -5.14436 14.19585
C -2.33490 -3.66866 13.82944
C -3.40971 -3.42600 12.69726
O -3.65279 -2.05188 12.67541
C -4.72193 -1.58262 11.82784
N -2.63240 -2.87892 15.00929
H -1.69903 -5.69065 13.37189
H -3.00396 -5.66046 14.65003
H -1.39391 -5.09160 14.97130
H -1.35760 -3.31368 13.50239
H -4.33757 -3.94506 12.93761
H -3.09269 -3.73498 11.70120
H -4.97814 -0.53531 11.98784
H -5.73259 -1.98530 11.89497
H -4.49103 -1.77090 10.77935
H -3.02862 -1.99717 14.71667
H -3.40253 -3.31662 15.49449
C 15.45299 0.09945 -6.67077
C 14.65846 -0.56250 -5.53767
C 13.19235 -0.16203 -5.47629
O 12.49675 -0.93304 -4.43240
C 11.15643 -0.40543 -4.14837
N 14.84355 -1.97763 -5.65830
H 15.10783 -0.14833 -7.67455
H 16.48817 -0.22072 -6.55245
H 15.41417 1.18582 -6.59068
H 14.98292 -0.29915 -4.53096
H 12.76570 -0.48778 -6.42496
H 13.08663 0.91783 -5.37230
H 11.28176 0.25316 -3.28894
H 10.31957 -1.05899 -3.90208
H 10.79206 0.14765 -5.01407
H 14.17493 -2.40742 -5.03516
H 14.46715 -2.17641 -6.57422
C 0.60934 -5.21276 5.98960
C 0.96550 -5.91693 4.72091
O 1.91949 -6.98176 4.87802
O 1.59579 -4.21583 6.29135
H 0.52006 -5.95139 6.78618
H -0.33459 -4.69739 5.81209
H 1.45394 -5.20886 4.05147
H 0.09598 -6.40382 4.27933
H 2.35515 -7.07156 4.02729
H 2.23639 -4.61518 6.88445
C -2.69945 7.44588 -2.76502
C -4.07392 7.80541 -2.11012
O -4.65073 8.99960 -2.66454
O -1.63401 8.30511 -2.57846
H -2.86447 7.55566 -3.83685
H -2.44896 6.38651 -2.70954
H -3.90942 7.91972 -1.03868
H -4.65710 6.88930 -2.20368
H -4.71874 8.75851 -3.59128
H -1.83214 9.13787 -3.01305
C -0.96887 4.50414 -10.01452
C -1.62436 3.64351 -11.13713
O -0.94055 3.85554 -12.38214
O -1.55140 5.81031 -9.93551
H 0.11164 4.36818 -9.96863
H -1.29627 4.02403 -9.09235
H -2.61595 3.98647 -11.43250
H -1.64023 2.56287 -10.99552
H -1.34161 4.62665 -12.78977
H -0.90202 6.41431 -9.56798
C -8.16410 -5.15652 -1.58413
C -7.26448 -6.45270 -1.63255
O -7.57469 -7.31801 -2.74784
O -9.52861 -5.39155 -1.49954
H -8.00151 -4.54989 -2.47501
H -8.04920 -4.53933 -0.69309
H -7.46557 -7.06303 -0.75212
H -6.23456 -6.11053 -1.53108
H -7.82100 -8.19207 -2.43650
H -10.06015 -4.61125 -1.32574
C -8.28915 6.59682 6.68648
C -6.91995 7.15690 7.12917
O -6.70448 6.88091 8.47892
O -9.34997 7.16878 7.48598
H -8.31960 5.50730 6.69786
H -8.42900 6.86600 5.63954
H -6.74893 8.22162 6.97040
H -6.21872 6.69923 6.43137
H -7.55762 6.81609 8.91430
H -9.82944 7.83104 6.98287
O 2.02267 1.60448 7.68704
H 1.82089 1.56553 8.62192
H 2.17240 0.69309 7.43567
*
```